[1]
{"formula": "C6H15N", "method": "wB97M-V/def2-TZVPD", "e_above_lowest_kcal_mol": 201.97, "orbital_gap_ev": 5.998, "elements": ["C", "C", "C", "C", "C", "C", "N", "H", "H", "H", "H", "H", "H", "H", "H", "H", "H", "H", "H", "H", "H", "H"], "positions_angstrom": [[1.0846, -0.7640, 2.3114], [0.9762, -0.1147, 0.9076], [0.8749, -0.9916, -0.2994], [-0.5337, -0.8232, -0.8680], [-0.8555, 0.5969, -1.3584], [-2.2969, 0.7577, -1.6037], [1.3053, 1.3243, 0.7087], [0.7033, 0.1333, 2.7967], [0.3279, -1.6021, 2.3999], [2.0366, -1.0805, 2.8064], [0.0814, 0.5801, 0.9829], [1.6313, -0.6485, -1.0194], [1.0641, -2.0822, -0.2458], [-0.9123, -1.6286, -1.5411], [-1.2656, -0.9709, 0.0137], [-0.5084, 1.4756, -0.7083], [-0.3472, 0.8562, -2.2555], [-2.8482, 0.6578, -0.6544], [-2.6217, -0.0460, -2.3041], [-2.6544, 1.7265, -2.0846], [2.1981, 1.3704, 1.1628], [-1.5195, 0.0226, 1.1516]], "forces_ev_per_a": [[-0.4, 0.3, 0.0], [2.4, 0.4, 0.3], [-1.0, -0.5, -1.7], [-1.5, -0.1, 0.2], [1.0, 1.4, 0.8], [-2.5, 0.3, -1.0], [0.7, -3.6, -1.3], [0.0, -0.6, 1.3], [0.9, 1.0, -0.2], [-0.4, 0.4, -1.0], [-3.9, 0.9, 0.8], [-0.3, 0.2, 0.1], [-0.1, 0.6, 1.1], [0.8, 0.7, -0.2], [1.0, 0.1, -0.7], [-0.3, -1.7, -0.3], [0.8, -0.3, -1.1], [-0.1, -0.1, -0.3], [-0.2, 0.4, 0.5], [0.8, -1.0, 0.7], [0.4, 0.8, 1.8], [1.8, 0.4, 0.1]]}

[2]
{"formula": "C6H15N", "method": "wB97M-V/def2-TZVPD", "e_above_lowest_kcal_mol": 144.72, "orbital_gap_ev": 9.206, "elements": ["C", "N", "C", "C", "C", "C", "C", "H", "H", "H", "H", "H", "H", "H", "H", "H", "H", "H", "H", "H", "H", "H"], "positions_angstrom": [[1.3955, 2.0828, -1.3040], [0.7572, 0.2529, -1.3486], [0.3423, 0.1773, 0.0381], [-1.0372, -0.3655, 0.0449], [-1.7002, -0.6893, 1.4636], [-1.0627, -1.5200, -0.9289], [1.2424, -0.4187, 1.1326], [1.8902, 2.0740, -0.3390], [1.9110, 2.6348, -2.1527], [0.5222, 2.7071, -1.2264], [1.5642, 1.0314, -1.8570], [0.0968, 1.2280, 0.5169], [-1.7179, 0.3955, -0.3553], [-2.6190, -1.2552, 1.4254], [-1.6753, 0.2441, 2.0357], [-1.1094, -1.3494, 2.0245], [-1.0217, -1.1877, -2.0041], [-0.0788, -2.0365, -0.6723], [-1.9149, -2.2161, -0.8739], [1.3205, -1.5575, 1.1479], [0.7931, -0.3691, 2.1212], [2.1016, 0.1369, 1.1114]], "forces_ev_per_a": [[0.2, 2.3, -0.1], [0.4, 1.4, -0.8], [-0.2, 3.1, 2.7], [-3.5, -0.9, 0.0], [1.5, 0.9, -1.5], [1.0, -1.3, -0.7], [-2.2, -3.0, -0.1], [0.5, 0.2, -0.4], [0.2, -1.0, 0.9], [-0.9, -0.6, 0.1], [-0.4, -2.1, 0.6], [0.8, -1.4, -1.1], [0.2, 0.1, -0.1], [-0.7, 0.7, -0.4], [-0.8, -0.1, 0.0], [1.3, -1.0, 0.8], [0.2, -0.2, 1.2], [-1.4, -0.2, -0.8], [0.3, 0.2, 0.4], [0.7, 1.3, -1.0], [-0.2, 1.0, 0.1], [2.7, 0.7, 0.2]]}

[3]
{"formula": "C6H15N", "method": "wB97M-V/def2-TZVPD", "e_above_lowest_kcal_mol": 33.84, "smiles": "CCCNC(C)C", "orbital_gap_ev": 9.580, "elements": ["C", "C", "C", "N", "C", "C", "C", "H", "H", "H", "H", "H", "H", "H", "H", "H", "H", "H", "H", "H", "H", "H"], "positions_angstrom": [[1.1578, -3.0214, 0.8589], [0.7443, -1.5777, 0.9420], [-0.1492, -1.1058, -0.2098], [-0.9197, 0.1262, 0.0033], [-0.3758, 1.2866, -0.7734], [-1.5393, 2.0773, -1.2444], [0.5544, 2.2025, 0.0799], [0.1954, -3.5580, 0.7995], [1.5524, -3.1600, -0.1680], [1.8411, -3.3756, 1.6108], [0.2310, -1.3431, 1.8948], [1.6318, -0.9307, 0.9092], [-0.9445, -1.8728, -0.2033], [0.3111, -1.0682, -1.2171], [-1.1342, 0.2580, 0.9875], [0.3168, 0.9463, -1.5548], [-1.2114, 3.0254, -1.6631], [-2.3095, 1.5336, -1.8900], [-2.3060, 2.2036, -0.4591], [0.9766, 3.1181, -0.3243], [0.0182, 2.5331, 0.9946], [1.3587, 1.7025, 0.6267]], "forces_ev_per_a": [[-1.4, 0.0, -2.0], [1.1, 1.9, 0.3], [-1.8, -1.1, 0.7], [1.6, 0.1, -1.4], [0.8, 0.1, 2.1], [-2.6, -0.3, -0.9], [-0.6, 0.0, 2.2], [0.5, -0.5, 0.6], [0.3, -0.2, 0.6], [0.1, -0.1, 0.2], [0.1, -0.2, -0.4], [0.1, -0.1, 0.3], [0.3, -0.2, -0.7], [0.0, -0.2, 0.7], [0.3, 0.5, -0.3], [-0.8, -0.4, -0.2], [-0.4, 0.1, -0.2], [1.8, 0.4, -0.2], [1.0, 0.6, 0.5], [-0.2, -0.1, -0.7], [-0.4, 0.2, -0.6], [0.3, -0.6, -0.8]]}

[4]
{"formula": "C6H15N", "method": "wB97M-V/def2-TZVPD", "e_above_lowest_kcal_mol": 102.10, "orbital_gap_ev": 8.658, "elements": ["C", "N", "C", "C", "C", "C", "C", "H", "H", "H", "H", "H", "H", "H", "H", "H", "H", "H", "H", "H", "H", "H"], "positions_angstrom": [[-3.9993, -0.4155, 0.5780], [-0.9020, -0.8259, -0.1427], [0.0263, 0.1224, -0.2956], [1.2311, -0.0458, 0.5816], [2.0757, 1.2205, 0.7806], [1.9997, -1.2378, -0.0128], [0.0899, 0.9705, -1.5435], [-4.0583, 0.5183, -0.0174], [-3.7455, -0.1768, 1.6116], [-3.1600, -0.9765, 0.1836], [-4.8887, -0.9875, 0.4783], [-0.9547, 0.4449, 0.3861], [0.7749, -0.3728, 1.5382], [2.8552, 1.0726, 1.5072], [1.4269, 2.0832, 1.1270], [2.5851, 1.5753, -0.1817], [2.4878, -0.9630, -1.0032], [2.8526, -1.6360, 0.6485], [1.2544, -2.0865, -0.2209], [0.9198, 0.6751, -2.1909], [0.2726, 2.0750, -1.3243], [-0.8485, 0.8504, -2.0729]], "forces_ev_per_a": [[1.1, 1.0, -0.4], [-0.1, 1.7, 0.1], [-0.2, -1.3, -0.6], [0.8, 0.2, 0.8], [-0.5, 1.2, -1.2], [0.8, -1.2, -0.6], [0.3, 1.8, 0.1], [-0.2, -0.5, 0.4], [-0.4, 0.0, 0.0], [0.0, -0.1, -0.1], [-0.8, -0.3, 0.1], [-0.5, -1.0, -0.2], [0.6, 0.2, -0.3], [0.3, -0.1, 0.4], [0.7, -0.9, -0.3], [-0.7, -0.6, 1.2], [-0.6, -0.2, 1.1], [-1.4, 0.7, -0.8], [1.2, 1.1, 0.4], [-0.1, -0.2, 0.1], [-0.3, -1.4, -0.2], [0.0, 0.1, -0.1]]}

[5]
{"formula": "C6H15N2", "method": "wB97M-V/def2-TZVPD", "e_above_lowest_kcal_mol": 105.98, "total_charge": 1, "orbital_gap_ev": 6.525, "elements": ["C", "C", "C", "C", "N", "C", "C", "N", "H", "H", "H", "H", "H", "H", "H", "H", "H", "H", "H", "H", "H", "H", "H"], "positions_angstrom": [[-2.4278, 0.2226, 1.3063], [-1.9281, 0.2167, -0.1919], [-0.6144, -0.3633, -0.4939], [-0.6371, -1.5934, -1.0674], [0.5155, -2.3472, -1.5517], [0.7036, 0.2193, -0.2951], [0.9538, 1.6395, -0.7929], [2.7699, 1.3856, 2.3452], [-2.0734, -0.7839, 1.6867], [-3.4177, 0.6281, 1.3075], [-2.6902, -0.1808, -0.8176], [-1.8309, 1.3440, -0.5217], [-1.5603, -2.1902, -1.2759], [0.8609, -3.0973, -0.8507], [1.3626, -1.7924, -1.8421], [1.6026, -0.3800, -0.1927], [2.6377, 0.8790, 3.2285], [0.4238, 2.3657, -0.2699], [1.9936, 1.9877, -0.7033], [0.6387, 1.7774, -1.8230], [-1.8417, 1.0153, 1.7912], [2.3228, 0.8251, 1.5172], [2.2732, 2.2846, 2.4209]], "forces_ev_per_a": [[3.2, -0.3, -1.3], [-0.4, 4.6, 0.1], [2.0, -0.2, 0.9], [2.2, -3.7, -0.7], [0.6, 1.0, 1.9], [-1.8, 1.1, -3.0], [1.5, -1.1, 0.9], [-1.3, -0.9, -1.7], [-1.5, 1.2, 0.3], [-0.9, -0.9, 0.3], [-0.5, -0.5, -0.6], [-0.5, -1.9, 0.5], [0.6, 0.9, 0.5], [-1.2, 1.1, -1.8], [-1.4, -0.6, 0.6], [-0.3, -0.4, 0.2], [-0.1, 0.1, -0.6], [-1.4, 1.2, 1.1], [-0.2, -0.6, -0.1], [-0.2, -0.5, -0.3], [0.1, -0.5, 0.3], [1.1, 1.4, 2.5], [0.3, -0.6, -0.1]]}

[6]
{"formula": "C6H15N2", "method": "wB97M-V/def2-TZVPD", "e_above_lowest_kcal_mol": 166.77, "total_charge": 1, "orbital_gap_ev": 6.033, "elements": ["C", "C", "C", "C", "C", "N", "C", "N", "H", "H", "H", "H", "H", "H", "H", "H", "H", "H", "H", "H", "H", "H", "H"], "positions_angstrom": [[-2.2528, -1.1488, 1.5360], [-1.8769, 0.0701, 0.6364], [-1.5038, -0.4138, -0.8483], [-0.6560, 0.6324, -1.6103], [0.8749, 0.5781, -1.2586], [0.9846, 0.4170, 0.2095], [2.2080, 0.8215, 0.6861], [3.2124, -0.3751, 0.8672], [-2.5766, -1.9037, 0.8573], [-1.3807, -1.6084, 1.8553], [-2.9695, -0.9643, 2.2703], [-2.6973, 0.8646, 0.5352], [-0.9354, 0.5885, 1.0459], [-2.3294, -0.8823, -1.4330], [-0.7803, -1.1585, -0.7307], [-0.6264, 0.4561, -2.7029], [-0.9964, 1.7161, -1.5676], [1.5203, 1.4452, -1.7193], [1.2640, -0.4199, -1.6018], [2.4978, 1.6571, 0.0394], [2.1540, 1.2674, 1.7490], [4.1760, -0.4176, 0.5270], [2.6896, -1.2217, 0.6579]], "forces_ev_per_a": [[0.4, 1.4, -2.9], [-0.4, 0.6, -1.1], [-0.1, 2.0, 1.0], [-0.3, 1.0, -1.6], [-0.6, 1.3, 1.8], [0.5, -2.1, -3.5], [2.7, 2.5, 3.1], [-2.3, 0.1, 0.0], [-1.1, -0.6, -0.5], [1.8, -0.5, 1.4], [-0.9, 0.3, 1.3], [1.1, -1.1, 0.4], [-1.3, -0.4, -0.4], [0.4, 0.8, 0.5], [0.9, -2.0, 0.4], [-0.4, -0.2, 0.4], [0.4, -1.2, 0.5], [-1.0, -1.7, 1.0], [-0.2, 0.3, 0.2], [1.2, -0.3, 0.0], [-0.5, -0.9, -1.5], [-0.7, 0.9, -0.8], [0.5, -0.1, 0.1]]}

[7]
{"formula": "C6H15N2P", "method": "wB97M-V/def2-TZVPD", "e_above_lowest_kcal_mol": 27.11, "smiles": "[H]/N=C\\CCN(C)P(C)C", "orbital_gap_ev": 9.448, "elements": ["H", "N", "C", "C", "C", "N", "C", "P", "C", "C", "H", "H", "H", "H", "H", "H", "H", "H", "H", "H", "H", "H", "H", "H"], "positions_angstrom": [[-3.1098, 0.3718, -1.1528], [-2.5275, 1.1383, -1.4785], [-1.7876, 1.7810, -0.7171], [-1.5900, 1.4699, 0.7570], [-0.1001, 1.3742, 0.9362], [0.4213, 0.3332, 0.0614], [1.7938, 0.6098, -0.2143], [-0.1899, -1.2828, 0.3063], [-0.0776, -1.8331, -1.4775], [1.2857, -2.2046, 1.0210], [-1.5271, 2.7161, -1.0667], [-1.8852, 2.2273, 1.5081], [-2.1091, 0.4045, 1.0546], [0.4041, 2.2755, 0.7077], [0.0728, 1.3952, 2.1005], [2.4802, -0.3505, -0.2242], [1.7775, 1.3136, -1.0870], [2.1180, 1.1552, 0.7151], [0.8790, -1.9078, -1.7726], [-0.5322, -2.8228, -1.6224], [-0.5382, -0.9667, -2.1382], [1.9417, -2.6199, 0.2199], [1.9233, -1.6290, 1.6959], [0.8769, -2.9485, 1.8675]], "forces_ev_per_a": [[0.8, -0.3, 0.6], [-1.2, -0.2, -2.3], [-2.4, -1.4, 2.9], [-0.6, -1.6, 0.7], [-0.7, -1.1, 2.2], [-0.9, -0.9, 1.4], [1.7, -0.5, 0.9], [0.7, 0.3, -0.5], [-3.8, 1.8, 0.3], [-0.7, -1.3, 1.7], [1.7, 1.9, -0.8], [-0.6, -0.1, -0.8], [1.2, 2.7, -0.8], [0.2, 1.2, -0.8], [0.3, -1.1, -1.6], [-1.4, 2.0, -0.7], [1.0, -0.9, 0.5], [0.6, -0.2, -1.1], [3.7, -0.2, -1.0], [-0.2, 0.5, -0.1], [0.5, -2.0, 1.4], [-0.6, -0.3, 0.9], [-0.1, 0.7, -0.4], [0.8, 0.9, -2.5]]}

[8]
{"formula": "C6H15N2P2", "method": "wB97M-V/def2-TZVPD", "e_above_lowest_kcal_mol": 14.62, "total_charge": 1, "orbital_gap_ev": 9.481, "elements": ["C", "C", "C", "C", "C", "C", "N", "N", "P", "P", "H", "H", "H", "H", "H", "H", "H", "H", "H", "H", "H", "H", "H", "H", "H"], "positions_angstrom": [[-2.2168, 2.3651, 0.1224], [2.0813, 2.3302, 0.5629], [-1.3638, -1.7176, -0.1777], [-2.5319, -0.7272, 0.1109], [-0.1561, -0.9249, -0.5642], [0.1324, 0.1805, 0.4218], [3.1010, -1.2975, -0.1453], [-0.6236, -0.1720, -1.7374], [-1.5274, 0.8904, 0.1121], [1.4011, 1.2426, -0.4720], [-1.4823, 3.1268, 0.1280], [-3.3278, 2.4785, 0.0481], [2.8674, 3.1195, 0.1618], [1.7146, 2.3912, 1.5418], [-1.2093, -2.4073, 0.7243], [-1.6541, -2.5061, -0.9346], [-3.2167, -0.8685, 0.8511], [-3.0899, -0.5183, -0.8102], [0.8688, -1.4871, -0.6521], [0.1245, 0.0266, 1.5219], [3.7910, -1.7222, -0.7956], [2.8531, -1.8859, 0.7066], [3.5257, -0.3785, 0.1793], [-1.0913, -0.8009, -2.4282], [-0.0141, 0.4377, -2.2536]], "forces_ev_per_a": [[-0.6, -1.4, 0.1], [1.1, 1.2, -1.9], [-1.5, -3.0, 1.7], [2.8, 2.1, -3.6], [2.7, -1.5, -0.6], [-0.8, 2.3, 0.9], [0.5, 0.8, 1.1], [-1.4, -1.2, -1.0], [-1.8, -1.2, 0.0], [1.1, 0.6, -0.2], [0.1, 1.2, 0.0], [1.4, 0.1, 0.1], [-1.8, -1.9, 1.0], [0.1, 0.4, 1.5], [0.2, 1.3, -0.9], [0.3, 1.2, 0.4], [-1.4, -0.5, 2.4], [-0.2, -0.4, 0.1], [-2.1, 0.6, -0.3], [0.7, -0.4, -0.7], [-0.8, 0.0, 1.1], [1.1, 0.9, -1.7], [-0.7, -1.8, -0.3], [0.4, 0.8, 0.8], [0.6, 0.0, 0.1]]}

[9]
{"formula": "C6H15N3", "method": "wB97M-V/def2-TZVPD", "e_above_lowest_kcal_mol": 99.70, "orbital_gap_ev": 6.446, "elements": ["C", "C", "C", "C", "C", "N", "C", "N", "N", "H", "H", "H", "H", "H", "H", "H", "H", "H", "H", "H", "H", "H", "H", "H"], "positions_angstrom": [[-0.6622, -0.7536, 1.0829], [0.6673, 1.3082, 0.9891], [0.2274, -1.1641, 2.2312], [-1.5227, 1.2095, -0.3551], [1.5604, 0.3928, -1.9926], [-0.2275, 0.3556, 0.3371], [0.7179, -0.4867, -1.1233], [-1.6623, -1.4202, 0.6620], [-0.1231, -1.2705, -1.8223], [-1.8013, -2.2784, 1.1906], [-0.8237, -1.7728, -1.2901], [-0.4596, -0.9404, -2.7330], [1.6694, 0.8778, 1.0895], [0.7408, 2.1946, 0.3638], [0.2882, 1.6044, 1.9703], [1.2623, -1.2417, 1.8909], [-0.0784, -2.1407, 2.6054], [0.1772, -0.4413, 3.0426], [-1.9422, 1.9043, 0.3718], [-1.1459, 1.7506, -1.2221], [-2.2600, 0.4669, -0.6314], [2.0265, 1.1992, -1.4267], [2.3735, -0.1980, -2.4076], [0.9981, 0.8445, -2.8231]], "forces_ev_per_a": [[0.3, -0.5, 0.0], [0.0, -0.1, 0.1], [-0.1, -0.1, -0.2], [2.0, -1.6, 1.3], [-1.0, 0.8, 0.4], [-4.0, 3.6, -1.2], [3.1, -3.1, 0.2], [-0.1, 0.1, -0.1], [-0.6, 1.0, -0.3], [0.1, 0.2, 0.1], [0.3, -0.3, -0.2], [-0.3, 0.1, -0.1], [-0.2, -0.1, -0.1], [0.0, 0.0, 0.0], [0.1, 0.0, 0.0], [-0.1, 0.1, -0.1], [-0.1, 0.1, 0.0], [0.0, 0.0, 0.1], [0.2, -0.1, 0.1], [0.3, -0.2, 0.1], [0.1, -0.1, 0.0], [0.0, 0.0, 0.0], [-0.1, -0.2, 0.1], [-0.1, 0.2, -0.4]]}

Summary of largest force on an atom in eV Å⁻¹
4.034 4.149 2.744 1.807 4.615 4.840 4.191 5.000 5.505
(order as listed above)